{
  "formula": "C10H19N5O5",
  "method": "wB97M-V/def2-TZVPD",
  "multiplicity": 1,
  "smiles": "[H]/N=C(\\N)NCCC[C@H](NC(=O)[C@@H](N)CC(=O)O)C(=O)O",
  "gap_ev": 9.79,
  "e_homo_ha": -0.342,
  "lumo_energy_ev": 0.499,
  "de_lowest_ev": 1.062,
  "species": ["C", "C", "C", "C", "C", "C", "C", "C", "C", "C", "H", "H", "H", "H", "H", "H", "H", "H", "H", "H", "H", "H", "H", "H", "H", "H", "H", "H", "H", "N", "N", "N", "N", "N", "O", "O", "O", "O", "O"],
  "xyz": [[-1.984219, -0.352640, 1.197098], [-0.931898, -1.210868, 0.457831], [-2.603437, 0.752185, 0.258488], [-3.608177, 0.236082, -0.716705], [0.957385, -1.313897, -1.033117], [2.143191, -1.913975, -0.157232], [1.321097, -0.464537, -2.214087], [1.396565, 1.089959, -2.117016], [2.441694, 1.712438, -1.258033], [1.589156, 2.008357, 1.046235], [-0.747753, 0.638533, 2.489687], [-1.465158, -0.636702, 3.113347], [-2.715663, -1.151261, 1.410037], [-3.036440, 1.609722, 0.851978], [-1.782030, 1.201512, -0.287973], [-4.576236, 1.014948, -2.243311], [0.274966, 0.368407, 0.190961], [0.498353, -2.266798, -1.413592], [0.705171, -0.725078, -3.071346], [2.317667, -0.747410, -2.515268], [1.572716, 1.600527, -3.090531], [0.418816, 1.492037, -1.772737], [2.248134, 2.763470, -1.219736], [3.494945, 1.569140, -1.588445], [2.819944, 0.488916, 0.340994], [0.500050, 3.510842, 1.410450], [1.315006, 1.774512, 3.127788], [1.699436, 0.352228, 2.449990], [0.750437, -2.793412, 0.959846], [-1.623987, 0.146683, 2.530106], [0.034714, -0.537752, -0.195014], [2.398577, 1.375691, 0.162194], [1.092644, 3.115965, 0.666148], [1.355104, 1.244506, 2.276324], [-0.860723, -2.392624, 0.656084], [-4.236397, -0.826248, -0.757511], [-3.866012, 1.235408, -1.573060], [3.297811, -1.737880, -0.427375], [1.737837, -2.620957, 0.851709]],
  "atomic_forces_ev_per_a": [[-1.8, -0.6, -0.4], [0.5, 2.8, 1.7], [1.0, -0.4, 2.0], [-2.3, -1.5, -0.5], [0.4, -0.2, 1.0], [-1.2, 1.3, -1.9], [1.5, 1.0, -1.3], [-1.3, 0.0, -0.2], [1.3, 0.5, 1.2], [0.6, -1.5, 0.7], [0.4, 0.4, 0.0], [0.0, -0.9, 0.8], [-0.3, 0.6, -0.3], [0.2, -1.1, -0.5], [0.0, 0.2, -0.4], [1.0, -0.1, 1.3], [0.0, -0.1, -0.7], [-0.3, 1.1, 0.5], [-0.3, 0.0, 0.1], [0.5, -0.4, -0.2], [-0.3, -0.9, 0.2], [0.4, -0.2, -0.2], [0.1, 0.8, -0.6], [-0.8, -0.2, 0.0], [0.1, -0.4, 0.7], [0.2, -0.1, -0.5], [-0.1, 0.4, 0.0], [1.2, -1.6, -0.4], [0.7, 0.7, -0.9], [0.0, 0.6, -1.4], [-0.5, -1.2, -0.4], [0.4, -1.3, -0.6], [-1.1, 0.6, 1.6], [-0.9, 3.1, -1.3], [-0.7, -2.5, 0.0], [1.9, 2.0, 0.4], [-0.8, 0.3, -1.5], [0.5, 0.1, 0.2], [-0.3, -1.2, 1.7]],
  "lowdin_charge": [-0.269, -0.432, -0.042, -0.504, -0.187, -0.518, -0.130, -0.173, -0.206, -0.543, 0.023, 0.065, 0.146, 0.155, 0.101, 0.159, 0.106, 0.177, 0.115, 0.109, 0.128, 0.106, 0.091, 0.140, 0.104, 0.056, 0.090, 0.061, 0.106, 0.079, 0.128, 0.030, 0.121, 0.120, 0.080, 0.089, 0.081, 0.107, 0.129]
}